{
  "formula": "C30H84N2O16",
  "method": "wB97M-V/def2-TZVPD",
  "e_tot_ev": -68209.23946,
  "homo_ev": -9.217,
  "gap_ev": 9.353,
  "total_charge": 0,
  "smiles": "NC(N)=O.CC(C)O.CC(C)O.CC(C)O.CC(C)O.CC(C)O.CC(C)O.CC(C)O.OCCO.OCCO.OCCO.OCCO",
  "symbols": ["N", "C", "N", "O", "H", "H", "H", "H", "C", "C", "C", "O", "H", "H", "H", "H", "H", "H", "H", "H", "C", "C", "C", "O", "H", "H", "H", "H", "H", "H", "H", "H", "C", "C", "C", "O", "H", "H", "H", "H", "H", "H", "H", "H", "C", "C", "C", "O", "H", "H", "H", "H", "H", "H", "H", "H", "C", "C", "C", "O", "H", "H", "H", "H", "H", "H", "H", "H", "C", "C", "C", "O", "H", "H", "H", "H", "H", "H", "H", "H", "C", "C", "C", "O", "H", "H", "H", "H", "H", "H", "H", "H", "O", "C", "C", "O", "H", "H", "H", "H", "H", "H", "O", "C", "C", "O", "H", "H", "H", "H", "H", "H", "O", "C", "C", "O", "H", "H", "H", "H", "H", "H", "O", "C", "C", "O", "H", "H", "H", "H", "H", "H"],
  "positions_angstrom": [[-14.551, -19.812, -5.966], [-14.567, -19.143, -7.095], [-15.557, -19.647, -7.758], [-13.765, -18.386, -7.432], [-15.222, -20.539, -5.762], [-14.008, -19.516, -5.168], [-16.232, -20.214, -7.264], [-15.641, -19.212, -8.665], [-7.842, -25.637, -6.216], [-9.138, -24.784, -6.055], [-9.683, -24.301, -7.409], [-10.153, -25.459, -5.409], [-6.960, -25.035, -6.437], [-7.907, -26.448, -6.941], [-7.739, -26.074, -5.223], [-9.015, -23.941, -5.376], [-10.630, -23.762, -7.406], [-9.682, -25.121, -8.127], [-8.893, -23.735, -7.902], [-10.866, -24.817, -5.393], [-8.656, -23.302, -2.449], [-7.826, -23.510, -1.161], [-7.837, -24.966, -0.644], [-6.506, -23.174, -1.401], [-8.406, -24.013, -3.237], [-8.476, -22.331, -2.911], [-9.689, -23.523, -2.177], [-8.190, -22.816, -0.403], [-8.800, -25.039, -0.139], [-7.093, -25.268, 0.093], [-7.889, -25.716, -1.434], [-6.521, -22.228, -1.562], [-13.989, -24.845, -4.213], [-13.278, -24.201, -5.374], [-14.094, -23.061, -6.057], [-12.169, -23.552, -4.896], [-14.839, -25.347, -4.676], [-14.545, -24.166, -3.566], [-13.300, -25.528, -3.717], [-12.944, -24.989, -6.049], [-15.068, -23.460, -6.339], [-13.666, -22.756, -7.011], [-14.264, -22.207, -5.402], [-12.097, -22.773, -5.452], [-8.187, -18.488, -1.366], [-6.923, -19.341, -0.989], [-7.091, -19.872, 0.393], [-6.864, -20.304, -1.945], [-7.997, -17.891, -2.257], [-8.405, -17.739, -0.605], [-9.056, -19.126, -1.529], [-6.052, -18.705, -1.152], [-6.151, -20.105, 0.893], [-7.776, -20.720, 0.365], [-7.629, -19.188, 1.049], [-7.099, -20.016, -2.830], [-4.163, -21.153, -4.542], [-5.474, -20.919, -5.251], [-6.434, -22.039, -5.059], [-6.143, -19.823, -4.807], [-4.302, -21.387, -3.486], [-3.546, -20.258, -4.621], [-3.503, -21.860, -5.045], [-5.336, -20.900, -6.332], [-6.482, -22.476, -4.061], [-6.014, -22.862, -5.636], [-7.398, -21.810, -5.515], [-5.583, -19.046, -4.881], [-12.280, -21.625, -9.780], [-11.769, -20.752, -10.906], [-11.436, -19.314, -10.474], [-10.675, -21.418, -11.377], [-13.014, -21.164, -9.120], [-11.474, -21.964, -9.129], [-12.721, -22.535, -10.186], [-12.503, -20.812, -11.710], [-12.305, -18.693, -10.253], [-10.867, -18.896, -11.304], [-10.802, -19.297, -9.588], [-10.954, -22.294, -11.651], [-5.999, -19.350, -10.789], [-7.428, -20.030, -10.807], [-8.112, -20.098, -9.429], [-8.132, -19.375, -11.834], [-6.011, -18.285, -11.021], [-5.248, -19.799, -11.439], [-5.516, -19.506, -9.825], [-7.347, -21.069, -11.126], [-7.519, -20.653, -8.701], [-8.964, -20.773, -9.510], [-8.422, -19.120, -9.063], [-9.029, -19.709, -11.911], [-11.486, -17.258, -6.486], [-12.059, -16.584, -5.368], [-12.410, -15.144, -5.715], [-11.293, -14.325, -5.775], [-12.312, -17.582, -6.853], [-12.930, -17.077, -4.938], [-11.343, -16.600, -4.546], [-13.098, -14.685, -5.006], [-12.868, -15.219, -6.702], [-10.624, -14.913, -6.133], [-8.265, -15.368, -8.321], [-8.217, -16.752, -8.021], [-7.881, -17.095, -6.587], [-8.926, -16.688, -5.682], [-8.501, -15.249, -9.244], [-9.181, -17.231, -8.193], [-7.504, -17.198, -8.714], [-7.045, -16.530, -6.174], [-7.555, -18.135, -6.555], [-9.709, -17.072, -6.085], [-12.179, -22.655, -2.107], [-13.245, -21.661, -1.982], [-12.768, -20.171, -2.145], [-12.591, -19.964, -3.528], [-12.111, -22.905, -3.031], [-14.134, -21.912, -2.562], [-13.619, -21.755, -0.962], [-11.901, -19.974, -1.514], [-13.496, -19.402, -1.888], [-11.741, -19.521, -3.585], [-10.207, -19.080, -4.285], [-9.681, -20.240, -4.924], [-10.315, -20.526, -6.300], [-11.644, -21.010, -5.976], [-9.578, -18.370, -4.436], [-8.601, -20.158, -5.047], [-9.885, -21.100, -4.287], [-9.782, -21.382, -6.714], [-10.397, -19.730, -7.041], [-12.193, -20.224, -5.930]],
  "forces_ev_per_angstrom": [[1.113, -1.085, 4.926], [-2.271, -4.126, 2.973], [-2.797, 0.097, -4.240], [4.484, 5.174, -2.527], [0.318, 0.396, -0.013], [0.183, -0.021, 0.102], [-0.162, 0.441, -1.023], [-0.987, -0.626, -0.102], [-1.104, 0.515, 1.071], [0.275, 0.720, -1.384], [1.705, -0.223, -0.686], [-0.662, -2.079, 0.422], [-0.155, 0.117, 0.012], [-0.333, 0.128, -0.071], [0.459, -0.220, -0.032], [1.164, 0.626, -0.374], [0.066, -0.018, 0.171], [-0.777, -0.511, 0.277], [-0.056, 0.926, 0.143], [-0.468, 0.073, 0.549], [-0.088, -0.992, 0.606], [0.034, -0.896, -0.655], [-1.589, 0.417, 0.066], [1.609, 0.301, -0.264], [0.327, -0.349, 0.189], [-0.388, 0.253, 0.505], [-0.295, 0.576, -0.328], [-0.461, -0.169, 0.324], [-0.178, -0.361, 0.185], [0.274, 0.555, -0.213], [0.315, 0.184, -0.233], [0.370, 0.515, -0.202], [-1.122, -0.253, -0.934], [-1.712, 1.029, -0.044], [-1.001, -1.779, -0.583], [2.269, 0.636, 0.832], [0.123, -0.878, 0.081], [0.817, 0.385, 0.393], [-0.377, 0.054, 0.277], [-0.377, -0.073, -0.502], [-0.312, -0.004, 0.039], [0.388, 0.249, 0.194], [0.453, -0.309, 0.139], [0.818, 0.871, 0.139], [0.778, 0.541, 0.553], [-2.050, 3.188, -0.671], [-0.076, -0.410, 0.827], [0.590, -3.334, -0.923], [0.018, -0.219, -0.343], [-0.139, -0.107, 0.190], [0.044, -0.077, 0.076], [0.258, 0.312, 0.730], [-0.072, -0.379, -0.113], [0.334, -0.396, -0.083], [0.256, 0.442, -0.168], [0.185, 0.369, -0.109], [0.791, 0.581, -0.226], [0.442, -2.124, -0.461], [0.344, -1.887, -0.567], [-0.962, 2.673, 0.807], [-0.003, -0.134, -0.074], [-0.087, 0.448, 0.258], [-0.446, -0.566, 0.108], [0.406, 0.517, -0.323], [-0.333, 0.581, 0.256], [-0.157, -0.309, -0.220], [-0.077, -0.055, 0.327], [0.068, 0.242, 0.072], [-0.734, -0.152, 0.928], [-2.028, 0.187, 1.465], [0.334, -0.721, -0.606], [2.859, -0.282, -1.251], [-0.210, 0.170, -0.124], [0.299, 0.240, -0.036], [-0.159, -0.091, -0.073], [-0.492, 0.835, -0.025], [-0.115, -0.236, -0.212], [-0.066, 0.479, 0.105], [0.034, -0.167, -0.016], [0.154, -0.074, -0.057], [-0.286, -0.843, 0.523], [1.547, -0.073, 0.066], [-0.237, -0.290, -0.574], [-0.376, 0.896, 0.008], [-0.372, -0.034, 0.120], [-0.499, -0.179, -0.590], [-0.287, 0.253, 0.380], [0.479, -0.264, 0.083], [0.588, 0.448, 0.054], [-0.449, 0.352, -0.220], [0.071, -0.166, 0.104], [-0.094, -0.412, 0.127], [-0.495, 0.348, 0.772], [0.400, 0.817, 1.383], [-0.627, -0.628, -0.054], [0.720, 0.159, -0.035], [-0.132, -0.825, -1.267], [-0.263, -0.391, -0.446], [0.264, 0.142, -0.010], [-0.172, -0.233, 0.029], [-0.509, 0.250, -0.201], [0.807, 0.384, -0.204], [-0.088, 0.215, 0.839], [0.177, -0.075, -0.477], [0.712, 1.791, 0.507], [0.514, -1.108, -0.432], [-0.039, -0.126, -0.021], [-0.379, -0.013, -0.284], [0.213, -0.407, 0.188], [0.388, 0.101, -0.553], [-0.592, -0.420, 0.249], [-0.906, -0.042, 0.001], [-1.234, 1.492, 0.371], [0.940, 0.310, 1.448], [-1.464, -1.448, -0.415], [0.541, 0.172, -0.100], [0.030, -0.074, -0.538], [0.244, 0.183, -0.701], [0.204, -0.103, 0.288], [0.400, -0.251, -0.330], [-0.585, -0.486, 0.836], [0.483, 0.311, -0.816], [0.236, -0.350, -0.036], [0.408, 0.299, -1.058], [-0.672, -1.054, 1.635], [0.393, 0.204, -1.169], [0.011, 0.528, 0.000], [0.117, 0.184, 0.169], [-0.083, -0.051, -0.051], [0.079, 0.017, -0.256], [0.340, 0.250, 0.271], [-0.346, -0.114, 0.163]],
  "mulliken_charge": [-0.115, 0.577, -0.443, -0.643, 0.272, -0.161, 0.160, 0.284, -1.602, 1.896, -1.396, -0.723, 0.268, 0.417, 0.401, -0.640, 0.168, 0.439, 0.350, 0.153, 0.363, 0.730, -1.500, -0.639, -0.136, -0.454, 0.355, -0.055, 0.384, 0.404, 0.291, 0.192, -1.782, 1.139, -1.307, 0.217, 0.533, 0.250, 0.371, 0.225, 0.510, 0.194, 0.010, -0.315, -1.615, 0.992, -1.378, -0.138, 0.313, 0.566, 0.244, 0.210, 0.353, 0.146, 0.420, -0.124, -1.663, 0.501, -0.358, -0.344, 0.236, 0.481, 0.414, 0.256, 0.056, 0.423, -0.245, 0.253, -0.869, 0.381, -1.158, -0.542, -0.045, 0.154, 0.511, 0.367, 0.486, 0.391, 0.010, 0.331, -1.350, 0.290, 0.004, -0.648, 0.329, 0.374, 0.268, 0.305, 0.491, -0.032, -0.344, 0.228, -0.301, -0.466, -0.486, -0.599, 0.252, 0.343, 0.293, 0.405, 0.205, 0.376, -0.614, -0.014, 0.396, -0.570, 0.355, -0.109, 0.334, 0.498, -0.388, 0.029, -0.524, -0.581, -0.352, -0.188, 0.209, 0.137, 0.500, 0.224, 0.368, -0.101, -0.241, 1.531, -0.221, 1.848, -0.054, -0.260, -0.720, 0.218, -0.084, -1.224]
}

***

{
  "formula": "C12H30LiNO4",
  "method": "wB97M-V/def2-TZVPD",
  "e_tot_ev": -22815.62777,
  "homo_ev": -6.493,
  "gap_ev": 6.781,
  "total_charge": 0,
  "symbols": ["Li", "C", "C", "C", "O", "H", "H", "H", "H", "H", "H", "H", "C", "O", "C", "C", "N", "C", "C", "O", "C", "H", "H", "H", "H", "H", "H", "H", "H", "H", "H", "H", "H", "H", "H", "H", "C", "C", "C", "O", "H", "H", "H", "H", "H", "H", "H", "H"],
  "positions_angstrom": [[-0.363, -0.707, 27.532], [-1.495, -4.020, 25.346], [-1.334, -2.499, 25.366], [-2.643, -1.843, 25.760], [-0.256, -2.147, 26.159], [-1.869, -4.369, 26.317], [-0.552, -4.539, 25.166], [-2.183, -4.410, 24.584], [-1.141, -2.206, 24.314], [-3.471, -2.132, 25.103], [-2.544, -0.753, 25.787], [-2.966, -2.134, 26.768], [-4.749, -1.951, 30.396], [-3.740, -2.151, 29.421], [-2.434, -2.032, 29.934], [-1.994, -0.562, 29.957], [-1.923, -0.042, 28.595], [-1.495, 1.365, 28.639], [-1.148, 1.890, 27.250], [-0.083, 1.090, 26.774], [0.243, 1.312, 25.417], [-4.640, -0.986, 30.904], [-4.741, -2.774, 31.112], [-5.705, -1.887, 29.879], [-1.783, -2.566, 29.230], [-2.287, -2.526, 30.900], [-1.031, -0.454, 30.456], [-2.733, -0.071, 30.610], [-2.862, -0.151, 28.223], [-0.656, 1.518, 29.313], [-2.305, 2.018, 28.999], [-0.868, 2.952, 27.244], [-2.013, 1.822, 26.573], [0.423, 2.374, 25.211], [-0.569, 1.017, 24.742], [1.119, 0.713, 25.187], [1.410, -3.199, 29.233], [1.408, -1.845, 29.926], [2.744, -1.604, 30.632], [1.139, -0.789, 28.994], [0.482, -3.420, 28.708], [1.539, -3.990, 29.978], [2.250, -3.231, 28.537], [0.645, -1.841, 30.711], [2.732, -0.661, 31.183], [3.569, -1.565, 29.913], [2.936, -2.417, 31.331], [2.008, -0.515, 28.675]],
  "forces_ev_per_angstrom": [[0.467, -1.249, -0.951], [-0.343, -0.672, 0.076], [1.067, -0.328, -0.121], [-0.584, 0.049, 0.421], [-0.538, 0.897, 0.832], [0.053, 0.060, 0.020], [0.178, 0.322, 0.060], [-0.139, 0.293, 0.011], [-0.047, 0.102, -0.121], [0.084, 0.192, -0.159], [-0.009, 0.057, -0.269], [0.222, -0.162, 0.053], [0.046, 0.327, -0.316], [-0.310, 0.033, 0.180], [1.024, 0.056, -0.709], [-0.500, -0.975, 0.753], [0.310, 0.480, 1.056], [-1.144, 1.026, -0.740], [-0.040, -0.256, -0.065], [0.030, 0.188, 0.021], [-0.203, 0.131, -0.524], [0.159, -0.131, 0.211], [-0.126, 0.038, 0.148], [0.023, -0.322, -0.054], [-0.142, 0.021, -0.024], [-0.339, 0.176, 0.171], [0.094, -0.046, -0.143], [0.132, 0.512, -0.279], [0.159, 0.191, -0.414], [0.176, -0.393, 0.003], [0.053, -0.064, 0.213], [0.112, -0.089, 0.300], [0.020, -0.243, 0.066], [0.231, -0.024, 0.259], [-0.039, -0.238, 0.205], [0.007, 0.012, 0.005], [-0.040, -0.054, 0.242], [0.471, -0.667, 0.357], [-0.233, 0.183, -0.092], [0.022, 0.100, 0.259], [0.070, 0.268, -0.250], [0.142, 0.057, 0.006], [-0.135, -0.150, -0.144], [-0.221, 0.249, -0.301], [-0.013, -0.025, 0.018], [-0.038, -0.095, -0.022], [0.070, 0.033, 0.004], [-0.235, 0.131, -0.251]],
  "nbo_charge": [0.862, -0.620, 0.108, -0.628, -1.029, 0.182, 0.207, 0.181, 0.102, 0.197, 0.173, 0.191, -0.252, -0.539, -0.081, -0.250, -0.678, -0.248, -0.069, -0.580, -0.247, 0.159, 0.174, 0.198, 0.207, 0.173, 0.204, 0.170, 0.394, 0.214, 0.184, 0.182, 0.176, 0.164, 0.185, 0.215, -0.634, 0.097, -0.635, -0.757, 0.246, 0.204, 0.212, 0.165, 0.212, 0.202, 0.224, 0.484]
}

***

Results for relative energy (zero: lowest compared OMol25 entry of this formula, charge and spin): 0.00 6.22 (in kcal per mole, following the order of the records).